# 1
DFT (the ωB97M-V functional and the def2-TZVPD basis) results for C4H7N3Se in the gas phase.

The calculation puts the gap between HOMO and LUMO (spin up / spin down) at 8.2 / 8.2 eV. Its highest occupied orbital energy (spin up / spin down) is -8.0097 / -8.0090 eV. As for the calculated total energy: -2722.15416 hartree. The LUMO energy (spin up / spin down) is 0.00568 / 0.00567 Ha.

Last columns: bonded neighbours and bond lengths (Å).
Cartesian coordinates (Å):
1 C 0.400 0.665 0.172  C3 1.488, N5 1.417, N7 1.293
2 C -2.729 0.415 -0.241  N6 1.197, Se8 1.802
3 C 1.722 1.296 -0.088  C1 1.488, H9 1.174, H10 1.100, H11 1.159
4 C 1.090 -1.682 0.286  N7 1.487, H12 1.142, H13 1.171, H14 1.073
5 N -0.655 1.604 0.060  C1 1.417, N6 1.254
6 N -1.810 1.117 0.068  C2 1.197, N5 1.254
7 N 0.086 -0.587 0.248  C1 1.293, C4 1.487
8 Se -4.333 -0.265 0.219  C2 1.802, H15 1.530
9 H 1.961 1.585 -1.200  C3 1.174
10 H 1.743 2.314 0.328  C3 1.100
11 H 2.616 0.684 0.324  C3 1.159
12 H 0.988 -2.189 -0.732  C4 1.142
13 H 2.103 -1.095 0.259  C4 1.171
14 H 0.861 -2.429 1.021  C4 1.073
15 H -4.041 -1.432 -0.726  Se8 1.530



# 2
DFT (the ωB97M-V functional and the def2-TZVPD basis) results for a gas-phase ion, C4H7N4 (charge +1).

The calculation puts the gap between HOMO and LUMO (spin up / spin down) at 7.1 / 7.7 eV. Its highest occupied orbital energy (spin up / spin down) is -11.7863 / -12.7605 eV. As for the calculated total energy: -375.18509 hartree. The LUMO energy (spin up / spin down) is -0.17381 / -0.18430 Ha. As for the charge: +1.

Last columns: bonded neighbours and bond lengths (Å).
Cartesian coordinates (Å):
1 C -0.585 -0.609 1.169  N7 1.319, N8 1.373, H9 1.072
2 C 0.252 0.011 -1.807  C3 1.496, N5 1.360, H10 1.070, H11 1.166
3 C -1.109 -0.376 -1.323  C2 1.496, N8 1.369, H12 1.061
4 C 1.436 0.895 1.319  N6 1.297, N7 1.429, H13 1.094
5 N 1.263 0.433 -1.001  C2 1.360, N6 1.252
6 N 1.628 1.021 0.042  C4 1.297, N5 1.252
7 N 0.444 -0.034 1.760  C1 1.319, C4 1.429, H14 1.022
8 N -1.330 -0.458 0.026  C1 1.373, C3 1.369, H15 1.079
9 H -1.228 -1.191 1.798  C1 1.072
10 H 0.524 -0.807 -2.439  C2 1.070
11 H 0.140 0.936 -2.509  C2 1.166
12 H -1.954 -0.196 -1.939  C3 1.061
13 H 2.119 1.367 2.031  C4 1.094
14 H 0.735 -0.154 2.732  N7 1.022
15 H -2.334 -0.837 0.141  N8 1.079



Going through the records in order, we get largest force on an atom values of 0.0859 0.0693 hartree/bohr.